(1)
# C3H7IN3

2 unconnected molecules or ions with the total composition C3H7IN3 (wB97M-V/def2-TZVPD, the OMol25 dataset).

Values from the calculation:
- Molar mass: 212.01 Da
- Energy relative to the best compared isomer or geometry (same formula, charge and spin): 65.1 kcal per mole
- LUMO energy: -4.9 eV
- Kohn-Sham gap: 0.286 Eh

```
! RIJCOSX wB97M-V def2-TZVPD def2/J DEFGRID3
* xyz 1 1
C -1.04716 -1.06608 -0.69354
C 0.47818 0.48150 0.67569
C -0.92461 -0.40452 -1.93773
N -1.29559 -1.93356 0.13519
N 1.61428 -0.01790 1.11748
N 0.38258 1.82877 0.72874
I -1.29900 -2.47261 2.01671
H -1.37909 -0.81658 -2.73543
H 0.15145 -0.31548 -2.11063
H -1.17951 0.71248 -1.85433
H 1.60801 -1.00955 0.85845
H 2.18543 0.26036 1.95545
H -0.48150 2.36307 0.73713
H 1.18655 2.39009 1.10682
*
```

Quick look at the Mulliken charges, all values in e: 0.8950 -0.2193 -1.0570 -0.4581 -0.3265 -0.3360 0.4600 0.3993 0.3332 0.3080 0.2906 0.2475 0.2389 0.2245



(2)
# C4H4N2O2

A single C4H4N2O2 molecule (wB97M-V/def2-TZVPD, the OMol25 dataset).

Values from the calculation:
- SMILES string: C#CC(=O)O/C=N/N
- Molar mass: 112.09 Da
- Energy relative to the best compared isomer or geometry (same formula, charge and spin): 125.0 kcal per mole
- LUMO energy: -0.4 eV
- Kohn-Sham gap: 0.305 Eh

```
! RIJCOSX wB97M-V def2-TZVPD def2/J DEFGRID3
* xyz 0 1
C -3.89805 -0.71581 0.02092
C -2.74876 -0.26547 -0.05685
C -1.47492 0.41168 -0.14683
O -1.35022 1.58516 0.05033
O -0.31409 -0.45393 -0.12659
C 0.94636 -0.01454 0.02207
N 1.98420 -0.72137 0.02700
N 3.20040 0.03978 0.06880
H -4.88115 -1.20321 0.40665
H 1.04380 1.02659 0.18620
H 4.15661 -0.63806 -0.06178
H 3.33582 0.94919 -0.38993
*
```

Quick look at the Mulliken charges, all values in e: 0.1153 -0.2840 0.4106 -0.4224 -0.3704 0.0383 -0.2423 -0.5021 0.3512 0.4101 0.2595 0.2363



(3)
# C5H8N2

A single C5H8N2 molecule (wB97M-V/def2-TZVPD, the OMol25 dataset).

Values from the calculation:
- Molar mass: 96.13 Da
- Energy relative to the best compared isomer or geometry (same formula, charge and spin): 72.2 kcal per mole
- LUMO energy: 0.7 eV
- Kohn-Sham gap: 0.298 Eh

```
! RIJCOSX wB97M-V def2-TZVPD def2/J DEFGRID3
* xyz 0 1
C 1.53468 -1.23086 0.27197
C -0.40927 -1.05837 1.14087
C 0.01903 -1.23820 -0.26019
N -0.39350 -0.05118 -1.02354
C -0.79634 0.86146 -0.11354
N -1.24187 2.10051 -0.49967
C -0.70636 0.32011 1.17025
H 1.72882 -0.82157 1.27507
H 1.87419 -2.26616 0.30866
H 2.09156 -0.62868 -0.43845
H -0.12261 -2.14787 -0.85128
H -0.61647 -0.00635 -2.00873
H -1.33271 2.75929 0.26090
H -0.78595 2.50518 -1.30543
H -0.84320 0.90270 2.07310
*
```

Quick look at the Mulliken charges, all values in e: -1.2192 -1.0202 0.4559 -0.2498 0.3924 -0.4990 -0.3354 0.3082 0.3178 0.3733 0.4273 0.2285 0.2496 0.2390 0.3316



(4)
# C19H18O11V

A molecular structure, C19H18O11V (wB97M-V/def2-TZVPD, the OMol25 dataset).

Values from the calculation:
- Molar mass: 473.29 Da
- Energy relative to the best compared isomer or geometry (same formula, charge and spin): 321.2 kcal per mole
- LUMO energy: 0.6 eV
- Kohn-Sham gap: 0.120 Eh

```
! RIJCOSX wB97M-V def2-TZVPD def2/J DEFGRID3
* xyz -1 1
O -0.23781 -0.53389 -2.75145
V -0.48147 -1.05849 -1.30533
O -2.05757 -0.94371 -1.01450
C 1.92786 -0.83871 2.55743
O 2.47481 -1.41912 3.48351
O 0.77433 -1.14952 2.47472
O 2.50210 -1.37773 1.58630
C -2.70234 3.22940 7.30343
C -1.90096 3.97204 6.41475
C -2.17085 3.77085 5.03579
C -3.01818 2.76320 4.63903
C -3.79417 2.01895 5.52755
C -3.63763 2.25140 6.91987
O -4.32169 1.70000 7.98680
O -1.47030 4.37883 4.15116
H -2.66623 3.32338 8.37873
H -1.06153 4.55114 6.77027
H -3.27337 2.52352 3.61735
H -4.53212 1.31532 5.17158
H -3.88607 1.76310 8.83994
H -1.03469 5.06608 4.66060
C 3.21400 3.95621 -3.01935
C 4.49682 4.33181 -3.57554
C 5.48233 4.94926 -2.74739
C 5.21489 5.12160 -1.39431
C 4.03030 4.79724 -0.90621
C 3.07088 4.13229 -1.67650
O 1.84325 3.79164 -1.11140
O 6.75517 5.22001 -3.23951
H 2.47541 3.57030 -3.70635
H 4.68833 4.18883 -4.62877
H 6.00055 5.55283 -0.79166
H 3.84765 4.90174 0.15309
H 1.40169 4.35973 -0.47588
H 6.84642 4.79723 -4.09656
C -2.00676 -7.25045 -2.87386
C -2.71593 -7.88937 -3.89212
C -2.62042 -7.59669 -5.23956
C -1.65368 -6.69566 -5.62090
C -0.92539 -5.99502 -4.69647
C -1.16281 -6.24300 -3.31422
O -0.54712 -5.46934 -2.35260
O -3.40935 -8.31264 -6.14739
H -1.95776 -7.48323 -1.82039
H -3.36502 -8.71606 -3.64382
H -1.44560 -6.70047 -6.68065
H -0.06817 -5.41979 -5.01378
H 0.02469 -6.05358 -1.84931
H -2.94646 -9.15144 -6.08611
*
```

Quick look at the Mulliken charges, all values in e: -0.7966 1.3373 -0.7931 0.8098 -0.5324 -0.5079 -0.5082 -0.3711 -0.6931 0.6347 -0.4638 -0.4903 0.5773 -0.5554 -0.4638 0.1914 0.2862 0.3721 0.3860 0.3012 0.2895 -0.5830 -0.3880 0.4994 -0.4176 -0.4850 0.4436 -0.5428 -0.5347 0.4243 0.2805 0.3751 0.3316 0.3017 0.2918 -0.5374 -0.1045 -0.2214 -0.1524 -0.5645 0.3911 -0.4583 -0.5303 0.3751 0.3593 0.3802 0.4032 0.3032 0.3499



(5)
# C39H51HfN6OP2STe

A molecular structure, C39H51HfN6OP2STe (wB97M-V/def2-TZVPD, the OMol25 dataset).

Values from the calculation:
- Molar mass: 1019.98 Da
- Energy relative to the best compared isomer or geometry (same formula, charge and spin): 13.0 kcal per mole
- LUMO energy (alpha / beta): -5.6 / -6.9 eV
- Kohn-Sham gap (alpha / beta): 0.257 / 0.220 Eh

```
! RIJCOSX wB97M-V def2-TZVPD def2/J DEFGRID3
* xyz 2 2
Hf 0.43773 0.86837 1.47778
C -0.11122 -0.88091 5.82944
C 0.00132 -0.06991 4.58076
N 0.47685 -0.52450 3.46618
N 0.93160 -1.80364 3.52633
C 1.21327 -2.40628 2.40980
N 1.71010 -3.64928 2.48849
S 0.99988 -1.72676 0.81670
C -0.41140 1.33675 4.59373
C -1.04088 1.90063 5.69709
C -1.40683 3.23595 5.66378
C -1.12307 3.97481 4.52760
C -0.49495 3.34437 3.46972
N -0.14031 2.05682 3.48693
H 0.22530 -1.89490 5.65457
H -1.14276 -0.90637 6.18384
H 0.50256 -0.43608 6.61599
H 1.84872 -4.08184 3.38665
H 1.93843 -4.15723 1.65351
H -1.23972 1.29875 6.57061
H -1.90839 3.69721 6.50377
H -1.38759 5.01934 4.44931
H -0.28222 3.88598 2.56101
C 2.43008 3.14242 -0.69270
P 2.11073 3.20829 1.11858
C 1.77444 4.99992 1.32583
C 3.85961 3.13383 1.71050
C 4.46056 1.77176 1.37639
P 3.30716 0.39936 1.81398
C 3.59580 0.29949 3.62531
C 4.28177 -1.02638 1.21130
H 3.25764 3.80958 -0.93743
H 1.54061 3.46262 -1.23462
H 2.66310 2.12933 -1.01524
H 2.46596 5.58115 0.71818
H 1.89454 5.28111 2.37273
H 0.75296 5.23246 1.02204
H 3.87498 3.30928 2.78923
H 4.42813 3.93737 1.23967
H 5.40476 1.61502 1.89981
H 4.66174 1.70052 0.30487
H 4.66063 0.17140 3.82256
H 3.05241 -0.54603 4.04473
H 3.24948 1.21337 4.11195
H 5.32510 -0.89302 1.49606
H 4.20675 -1.09346 0.12569
H 3.90490 -1.95397 1.63956
C -3.97123 -1.39752 1.75581
C -2.72812 -0.67093 1.73312
N -1.74087 -0.09341 1.70401
H -3.98210 -2.14870 0.96460
H -4.80214 -0.70650 1.61143
H -4.09098 -1.89686 2.71742
C -3.89004 -6.69660 -3.08009
C -3.19224 -5.39855 -2.79764
C -3.90962 -4.22006 -2.63085
C -3.28011 -3.02195 -2.32188
C -4.10723 -1.76244 -2.20450
C -1.88448 -2.99709 -2.18393
Te -0.92973 -1.19808 -1.47987
N 0.13711 0.94164 -0.56023
C -0.57503 2.02284 -0.41621
O -0.66717 2.49249 0.81685
C -1.23063 2.80933 -1.49253
C -1.92466 2.20549 -2.53549
C -2.50802 2.97484 -3.52744
C -2.38678 4.35650 -3.49581
C -1.70560 4.96983 -2.45460
C -1.14322 4.20024 -1.45036
C 0.08130 -0.90435 -3.32319
C -0.76727 -0.87558 -4.42818
C -0.27521 -0.54598 -5.67810
C 1.07360 -0.26600 -5.82672
C 1.92272 -0.34465 -4.73364
C 1.45415 -0.66985 -3.46406
C 2.42650 -0.84331 -2.33195
C -1.13865 -4.17367 -2.37728
C 0.36315 -4.17312 -2.25431
C -1.80574 -5.35017 -2.67820
H -4.92873 -6.53836 -3.36263
H -3.87327 -7.32822 -2.18952
H -3.38792 -7.24492 -3.87680
H -4.98700 -4.23269 -2.75350
H -5.16630 -1.99578 -2.10811
H -3.99270 -1.14249 -3.09762
H -3.80037 -1.15576 -1.34779
H -2.02579 1.13029 -2.55894
H -3.05655 2.50201 -4.33166
H -2.82934 4.95456 -4.28120
H -1.61843 6.04759 -2.42134
H -0.62820 4.67282 -0.62322
H -1.81795 -1.11432 -4.30593
H -0.94376 -0.51079 -6.52762
H 1.46917 -0.00927 -6.80028
H 2.98334 -0.16750 -4.86460
H 3.42280 -0.52043 -2.63528
H 2.48223 -1.89362 -2.03384
H 2.10810 -0.26913 -1.46554
H 0.79691 -3.39369 -2.88403
H 0.77967 -5.12992 -2.56458
H 0.66363 -3.98623 -1.22100
H -1.23144 -6.25868 -2.82367
*
```

Here are the Mulliken charges for atoms 1 to 99, given in e: 2.1999 -2.0656 0.5536 1.1956 -1.5186 -0.0286 -0.2913 -0.0897 0.9849 -1.0901 -0.5926 -1.3437 -0.0579 0.1602 0.3869 0.4385 0.3936 0.2213 0.2020 0.4758 0.4663 0.4912 0.5211 -1.3994 1.2133 -1.5058 -1.1994 -1.0426 1.0789 -1.5813 -1.2676 0.5600 0.3369 0.0896 0.5570 0.4413 0.2340 0.3955 0.6095 0.6520 0.4399 0.5122 0.3441 0.3591 0.5222 0.1957 0.3635 -1.2816 0.6311 -0.2473 0.2079 0.3505 0.3902 -1.5879 0.5139 -0.9778 1.3623 -1.6634 -0.0245 0.2501 0.5734 -0.8912 -0.4857 0.2332 0.2987 -1.1703 -0.4846 -0.8642 -0.3277 0.8847 -0.6736 -0.8710 -0.8218 -0.5051 0.4873 -0.4542 0.7031 -1.0894 -0.9585 0.3676 0.3246 0.3799 0.3911 0.4434 0.3445 0.1962 0.4376 0.4496 0.4169 0.4364 0.3901 0.3694 0.4880 0.4236 0.4186 0.5393 0.2974 -0.3200 0.1827



(6)
# C6H4O

A single C6H4O molecule (wB97M-V/def2-TZVPD, the OMol25 dataset).

Values from the calculation:
- Molar mass: 92.10 Da
- Energy relative to the best compared isomer or geometry (same formula, charge and spin): 121.1 kcal per mole
- LUMO energy: 0.2 eV
- Kohn-Sham gap: 0.344 Eh

```
! RIJCOSX wB97M-V def2-TZVPD def2/J DEFGRID3
* xyz 0 1
C -0.91833 0.60863 -0.14104
C -0.44251 0.74757 -1.75272
C -0.81235 -0.43149 -1.34008
C -0.79609 -0.90844 0.00205
C 0.18888 -0.08983 0.74917
C 1.60451 0.19428 0.31441
O 2.06277 -0.07536 -0.76379
H -1.82316 1.11895 0.17594
H -1.57071 -1.48274 0.49139
H 0.09496 -0.17457 1.84060
H 2.19680 0.74388 1.07828
*
```

Quick look at the Mulliken charges, all values in e: -0.0796 -0.7510 0.2128 -0.2877 -0.0232 -0.0239 -0.4144 0.3395 0.3260 0.3597 0.3417



(7)
# C7H7BO4

A single C7H7BO4 molecule (wB97M-V/def2-TZVPD, the OMol25 dataset).

Values from the calculation:
- SMILES string: C=C1CC=C(B(O)O)C(=O)C1=O
- Molar mass: 165.94 Da
- Energy relative to the best compared isomer or geometry (same formula, charge and spin): 49.9 kcal per mole
- LUMO energy: -0.5 eV
- Kohn-Sham gap: 0.314 Eh

```
! RIJCOSX wB97M-V def2-TZVPD def2/J DEFGRID3
* xyz 0 1
C -1.21826 -2.36207 -1.84763
C -0.74404 -1.33786 -1.18177
C -0.58825 0.01167 -1.79078
C 0.19316 0.86242 -0.89017
C 0.28823 0.75714 0.44152
B 1.17326 1.69365 1.54176
O 0.45650 2.45290 2.40667
O 2.49487 1.43867 1.73167
C -0.39497 -0.31016 1.16115
O -0.72539 -0.28083 2.34379
C -0.56586 -1.55571 0.21223
O -0.34469 -2.64042 0.73874
H -1.42428 -2.22978 -2.84886
H -1.62290 -3.19899 -1.38310
H -1.47040 0.58909 -1.95225
H -0.17751 -0.06582 -2.82412
H 0.76817 1.64007 -1.41193
H 0.83494 2.58413 3.26386
H 3.06743 1.95188 2.28923
*
```

Quick look at the Mulliken charges, all values in e: -1.1487 0.5857 -0.6441 -0.5464 0.1336 0.5485 -0.4558 -0.5542 0.5051 -0.5964 0.3933 -0.5430 0.3759 0.3312 0.2590 0.4027 0.3659 0.2861 0.3017